# 1
ORCA calculation (the ωB97M-V functional and the def2-TZVPD basis) on a 3-piece molecular cluster, C18H47BrClIN9O2P2 overall at a distorted geometry.

Computed properties:
* HOMO energy: -9.65 eV
* calculated total energy: -5371.2718 hartree
* gap between HOMO and LUMO: 5.014 eV
* lowest unoccupied orbital energy: -4.6 eV

```
! RIJCOSX wB97M-V def2-TZVPD def2/J DEFGRID3
* xyz 1 1
I 8.3161 -4.6521 -0.1267
Br 1.1843 -3.2345 1.2288
Cl 4.2352 -0.3109 -0.0549
P 2.0254 4.7068 -1.7785
P -3.7691 -1.8089 1.7673
O 2.4962 4.4116 -3.2236
O -3.2983 -2.1041 0.3221
N -5.1966 -1.0264 1.1900
N 4.3588 -1.9351 -0.6478
N 1.8122 -1.8434 -1.2691
N -4.3104 -1.4696 3.4287
N 1.6572 3.0444 -1.4986
N 3.0049 -3.9015 -1.7126
N 0.5980 5.4893 -2.3558
N 1.4842 5.0462 -0.1171
N -4.1374 -3.4714 2.0472
C 0.6400 2.4912 -0.6120
C -5.1546 -4.0246 2.9338
C 6.2648 -3.1111 -2.0889
C 0.9436 -3.0257 -0.7863
C -4.9025 -0.1468 3.7117
C 2.8271 2.1631 -1.4564
C 0.8921 6.3689 0.1659
C 1.6311 -4.4597 -1.2987
C 3.2047 -2.4982 -1.1577
C -2.9674 -4.3527 2.0894
C 2.6399 4.9397 0.7990
C 5.5966 -2.8043 -0.6246
C -5.0333 -0.2084 -0.0244
C 0.7612 6.3074 -3.5702
C -3.1547 -1.5760 4.3448
C 7.8489 -3.5387 -1.9765
C -6.4913 -1.6887 1.1222
C -0.6967 4.8271 -2.4236
H -2.5177 -4.3761 3.0882
H -3.4672 -1.4822 5.3904
H -2.1894 -4.0395 1.3884
H 2.3274 5.0336 1.8446
H -4.0954 0.3529 0.0100
H 0.8997 2.5994 0.4477
H 1.5188 7.1797 -0.2224
H -6.1417 -3.5973 2.7842
H -5.9094 -0.0465 3.2989
H 5.6984 -4.0691 -2.5189
H -7.2572 -1.0395 0.6783
H 1.8234 -5.1783 -0.3803
H 1.2371 -4.9398 -2.2905
H -5.8367 0.5359 -0.1040
H -4.2758 0.6639 3.3234
H 1.4305 -1.7479 -2.2375
H 2.5579 1.1365 -1.7298
H 3.1334 3.9699 0.7141
H 3.2769 2.1397 -0.4576
H -6.8715 -1.8894 2.1253
H -4.8949 -3.9163 3.9935
H -0.1518 -2.8907 -1.1733
H -2.4078 -0.8036 4.1269
H -0.0422 7.0517 -3.6498
H -0.6589 3.9038 -3.0053
H -3.2367 -5.3793 1.8160
H 0.7625 6.5208 1.2446
H -0.1148 6.4692 -0.2469
H 6.0593 -2.2562 -2.8898
H 3.0463 -3.6978 -2.7461
H -2.6612 -2.5458 4.2599
H 3.3868 5.7121 0.5811
H -5.0321 0.0051 4.7904
H 1.6992 6.8687 -3.5358
H -5.2892 -5.0980 2.7463
H -1.4626 5.4763 -2.8675
H 0.5054 1.4177 -0.7995
H -1.0769 4.6264 -1.4205
H 5.3119 -3.7794 -0.0062
H -5.0493 -0.8225 -0.9281
H -6.4534 -2.6120 0.5405
H 6.4083 -2.2339 0.0287
H 3.6052 2.4762 -2.1574
H 0.7453 5.6932 -4.4739
H -0.3471 2.9184 -0.7616
H 8.5982 -2.6229 -2.0981
H 8.0988 -4.2898 -2.8677
*
```


# 2
ORCA calculation (the ωB97M-V functional and the def2-TZVPD basis) on C18H47N3O9OsP2SSi as an isolated structure.

Computed properties:
* HOMO energy (spin up / spin down): -14.30 / -14.30 eV
* calculated total energy: -3016.4190 hartree
* gap between HOMO and LUMO (spin up / spin down): 7.245 / 7.244 eV
* lowest unoccupied orbital energy (spin up / spin down): -7.1 / -7.1 eV
* energy above the lowest of the compared OMol25 structures with the same formula, charge and spin: 0.000 eV

```
! RIJCOSX wB97M-V def2-TZVPD def2/J DEFGRID3
* xyz 2 1
Os 1.5832 -0.0601 0.0272
S 0.5936 -1.3156 -1.5494
P 2.6459 -0.9615 2.3715
P 4.4292 -1.4721 0.0001
Si -1.3973 -0.7419 -0.9170
O 2.4914 -1.3673 3.8742
O 1.5800 -1.5723 1.4532
O 3.7815 -2.7803 -0.5866
O 3.5148 -0.3006 -0.4426
O -1.3909 -0.9657 0.6808
O -1.4383 0.8825 -1.2408
O 5.8690 -1.2865 -0.2197
O -2.3770 -1.5585 -1.8625
O 2.7043 0.5157 2.0821
N 5.3643 -0.7491 2.3702
N 1.0853 1.9240 -0.2061
N 1.5472 1.4215 -1.4175
C 1.6953 3.2128 0.3394
C -4.4249 -2.6512 -1.2330
C 4.2577 -1.6427 1.8625
C -1.5528 -1.3024 3.0082
C -3.0799 -2.8451 -1.9034
C -3.2340 -3.1690 -3.3778
C -2.2329 -3.8804 -1.1850
C -1.9790 -0.3892 1.8702
C 3.2087 3.1121 0.2396
C 1.1641 4.3458 -0.5309
C -3.4909 -0.3482 1.7476
C -2.2330 1.5940 -2.2523
C -1.4074 1.0085 2.0580
C -1.8580 1.0740 -3.6300
C -1.8407 3.0531 -2.1015
C 4.5286 -3.0794 2.2992
C 1.2028 3.3441 1.7712
C -3.7143 1.4089 -1.9664
H -5.0188 -1.9004 -1.7549
H -1.9084 -0.9132 3.9628
H -3.8973 -1.3556 1.6694
H 4.3994 -3.3895 -1.0154
H -3.9722 1.8205 -0.9897
H -4.3072 1.9317 -2.7169
H 1.5702 2.5342 2.3902
H -3.7982 -2.3856 -3.8839
H -2.3619 1.6605 -4.3980
H 3.7239 -3.7234 1.9487
H 0.0559 1.9951 -0.2766
H 4.5706 -3.1533 3.3875
H -2.2594 -3.2680 -3.8560
H 0.1127 3.3765 1.8089
H -1.7093 1.6541 1.2306
H -2.4229 3.6790 -2.7769
H -0.3123 0.9558 2.1064
H -4.9788 -3.5903 -1.2500
H 5.4664 -3.4428 1.8764
H -0.7809 1.1566 -3.8027
H 3.5686 3.1116 -0.7912
H 5.0677 0.2326 2.3772
H -2.1430 0.0300 -3.7522
H -1.9650 -2.3015 2.8690
H 1.6025 -1.4903 4.2373
H 1.6041 5.2851 -0.1973
H -3.8027 0.2294 0.8771
H -2.7088 -4.8589 -1.2436
H 2.4342 1.8365 -1.6948
H -1.2465 -3.9539 -1.6459
H -3.9205 0.1156 2.6360
H -1.7502 1.4644 2.9873
H 0.8284 1.3778 -2.1442
H -2.0258 3.3981 -1.0816
H -3.7726 -4.1091 -3.4978
H 3.5980 2.2434 0.7698
H -0.4651 -1.3941 3.0302
H -4.3053 -2.3488 -0.1928
H -2.1131 -3.6246 -0.1295
H 1.4379 4.2095 -1.5800
H -0.7862 3.2092 -2.3546
H -3.9883 0.3547 -1.9989
H 6.1491 -0.8418 1.6969
H 0.0819 4.4428 -0.4514
H 3.6239 4.0097 0.6971
H 5.6613 -1.0160 3.3115
H 1.5682 4.2891 2.1736
*
```


# 3
ORCA calculation (the ωB97M-V functional and the def2-TZVPD basis) on C18H47NO21S5V as an isolated structure at a distorted geometry.

Computed properties:
* HOMO energy: -5.50 eV
* calculated total energy: -5283.6641 hartree
* gap between HOMO and LUMO: 7.467 eV
* lowest unoccupied orbital energy: 2.0 eV

```
! RIJCOSX wB97M-V def2-TZVPD def2/J DEFGRID3
* xyz -1 1
V -0.3449 -0.3786 -0.0741
S -3.7533 -3.3141 3.1384
S 3.0209 3.6962 -1.2657
S -2.4659 2.1821 -1.5724
S -0.8653 -1.6282 -3.3442
S 2.9251 -1.2366 3.8644
O -4.2349 -0.7656 0.0269
O 0.9878 0.5248 -0.0972
O 1.6551 4.0892 -1.0832
O -3.7798 1.9356 -1.1197
O -3.8178 -2.1378 4.2402
O -1.4429 1.1791 -1.5550
O -2.7226 2.6301 -3.1059
O -0.2369 -1.2396 -2.1257
O 1.6839 -1.9203 3.7834
O 0.1241 -1.7548 0.6277
O -4.7832 -2.9333 2.2379
O -1.6221 0.6580 1.3201
O 3.9422 4.3502 -2.1420
O 0.3068 -2.0746 -4.3472
O 3.4522 -0.8615 5.1481
O -3.8830 -4.5462 3.8724
O 3.0686 2.1423 -1.6567
O -1.6541 -0.6960 -4.0899
O 4.0618 -1.9649 2.9507
O -2.3349 -1.6320 -0.5519
O -4.1644 -2.7387 -0.8457
N -3.6143 -1.6955 -0.4549
C -0.1462 2.4456 2.2798
C -0.0949 -2.4117 -5.6873
C 2.6350 0.4555 -3.3674
C -3.4882 -1.0827 6.3367
C -1.7686 -3.1246 -3.0910
C -1.6197 2.8300 -4.0100
C 6.3495 -2.0872 2.3208
C 2.2511 1.7813 -2.7649
C -2.1011 -3.0218 2.4819
C 0.4780 -1.3708 -6.6474
C -1.6448 0.9967 3.7649
C -3.2192 -2.3424 5.5360
C 2.8167 0.2863 2.9326
C 3.6884 3.4688 0.3591
C 5.4052 -1.7784 3.4730
C -0.9256 1.1443 2.4195
C -1.8095 3.7246 -0.9648
C -2.1726 2.6164 -5.4143
H -1.3993 -3.2415 3.2809
H -2.4992 1.6847 3.8220
H 2.2415 -0.3242 -2.7138
H -1.1832 -2.3919 -5.7512
H -0.1583 -1.2378 -7.5224
H 7.3951 -2.2195 2.6003
H 6.1824 -3.0009 1.7489
H -3.6037 -3.2651 5.9628
H -0.8287 3.9239 -1.3932
H -4.4934 -0.7312 6.0986
H 2.9799 2.8783 0.9348
H -1.3585 -3.6204 -2.2136
H -1.7996 3.6286 0.1190
H 1.4586 -1.7331 -6.9616
H -0.1421 0.3857 2.6479
H -2.6904 3.4414 -5.8910
H -2.0349 -0.0075 3.9304
H 0.6741 2.2840 1.5780
H -2.1419 -2.4158 5.3501
H 2.5457 -0.0050 1.9141
H -2.4405 4.5631 -1.2525
H 0.3330 2.6559 3.2444
H -1.5337 -3.7813 -3.9244
H -2.0008 -2.0185 2.0662
H -0.9639 1.1968 4.5964
H 2.1779 2.5175 -3.5793
H -1.3275 3.8736 -3.8905
H -2.7818 -2.7683 -2.9151
H 3.7686 0.7973 2.8108
H 1.1976 1.7786 -2.4632
H 5.5575 -0.7548 3.7997
H -2.7717 1.7009 -5.4192
H -3.5123 -1.3419 7.3999
H 6.1584 -1.2281 1.6720
H -0.8567 2.0751 -3.8292
H 2.1074 0.3391 -4.3177
H 0.6244 -0.3828 -6.2174
H 5.5029 -2.5615 4.2254
H -2.7888 -0.2582 6.2334
H 2.0025 0.8553 3.3732
H 4.6751 3.0271 0.2531
H -1.3893 2.2297 -6.0778
H -1.9242 -3.6161 1.5850
H 0.2150 -3.4143 -5.9762
H 3.7548 4.4344 0.8596
H 3.6880 0.3220 -3.6089
H -0.7577 3.3279 2.0755
*
```


# 4
ORCA calculation (the ωB97M-V functional and the def2-TZVPD basis) on a 4-piece molecular cluster, C18H48ClN4O15P4S overall at a distorted geometry.

Computed properties:
* HOMO energy: -10.99 eV
* calculated total energy: -4285.5394 hartree
* gap between HOMO and LUMO: 6.410 eV
* lowest unoccupied orbital energy: -4.6 eV
* energy above the lowest of the compared OMol25 structures with the same formula, charge and spin: 6.008 eV

```
! RIJCOSX wB97M-V def2-TZVPD def2/J DEFGRID3
* xyz 1 1
Cl 1.9010 -5.1414 -5.6782
S 2.2901 -0.1623 -1.8842
P -4.7524 2.4282 4.1386
P 0.8896 4.6600 2.6823
P 6.6475 -2.9526 -0.0923
P 1.1948 -3.1239 -5.6948
O -0.1861 3.7334 1.7207
O 7.3376 -4.4579 0.3507
O -5.2620 0.9338 4.8225
O -3.4158 2.3895 4.8811
O 2.1034 4.2773 1.8347
O 6.7237 -3.4036 -1.6612
O -4.3609 3.8840 3.3229
O -5.8741 3.2386 5.0032
O 0.1950 6.0213 2.1086
O 7.8954 -2.1680 0.3080
O 0.5222 -0.2812 1.7683
O 1.8465 5.5741 3.7794
O -0.3479 -2.2565 1.0403
O 5.7912 -1.5210 -0.5184
O -0.4630 -3.2691 -6.0725
N 0.9708 -1.2888 -1.9787
N -5.3158 -3.9492 -3.8174
N 1.4214 -2.5748 -4.0092
N -0.4420 -1.0595 -4.0308
C 0.6661 -1.6833 -3.3534
C -2.6496 0.1129 -3.9094
C 1.0218 7.0992 1.6930
C -1.2134 -0.1119 -3.1678
C 2.4930 4.7951 4.7823
C 7.5210 -4.6448 1.7513
C 1.1178 -2.4540 -1.0495
C 5.1997 -0.8430 0.5863
C -3.3355 3.7627 2.3430
C -5.9577 3.0239 6.4052
C -0.0206 2.3240 1.8365
C -4.8685 -1.4131 -4.1050
C 7.2042 -2.4776 -2.6250
C -0.2434 -2.8501 -0.2839
C -4.7489 -0.2170 4.1605
C -0.2318 -0.8381 0.9556
C -4.5982 -2.9218 -4.6450
C -3.6749 -0.8971 -3.1697
H 8.3944 -4.0869 2.0930
H -0.6902 -4.2110 -6.2865
H 1.1500 7.8002 2.5207
H -5.1962 -1.1049 4.6093
H -2.3602 3.7110 2.8261
H 7.7153 -3.0348 -3.4129
H -1.4698 -0.5158 -2.1353
H -5.7989 -1.5112 -3.4293
H -6.3243 -3.7405 -3.8455
H -6.2800 3.9543 6.8770
H 1.6643 1.0516 -1.5428
H -4.0974 -0.3687 -2.2518
H 0.8506 2.0020 1.2662
H 1.5213 -3.4063 -1.5268
H -3.6627 -0.2689 4.2727
H -0.6141 0.8656 -3.0850
H 1.7561 4.2095 5.3360
H -3.0900 -1.8166 -2.8293
H -0.1535 -0.6197 -4.9225
H 0.5232 7.6188 0.8720
H 0.0909 2.0341 2.8822
H -4.9961 2.7327 6.8339
H 4.6108 -0.0067 0.2067
H -2.9793 1.2087 -3.7794
H 2.9982 5.4699 5.4746
H -6.7035 2.2530 6.6119
H 6.6347 -4.3227 2.3012
H 2.2264 -2.9820 -3.4951
H 5.9711 -0.4598 1.2583
H -5.0108 -0.1882 3.1001
H -5.1375 -0.6932 -4.9482
H -1.1578 -2.6364 -0.9366
H -0.1974 -3.9837 -0.1117
H 6.3608 -1.9423 -3.0689
H -5.1922 -4.8573 -4.2962
H -2.5303 -0.1585 -5.0081
H -0.9092 1.8378 1.4289
H -0.8317 -0.2414 0.1917
H 4.5387 -1.5222 1.1304
H -4.9665 -2.9751 -5.7251
H -3.3633 4.6439 1.7000
H 1.9986 6.7564 1.3441
H 3.2319 4.1288 4.3302
H -3.4820 -3.1855 -4.5997
H 7.9086 -1.7636 -2.1927
H -3.4957 2.8728 1.7297
H 1.8679 -2.1369 -0.2350
H 7.6853 -5.7070 1.9391
*
```


# 5
ORCA calculation (the ωB97M-V functional and the def2-TZVPD basis) on C18H48CrF2NO22S8 as an isolated structure at a distorted geometry.

Computed properties:
* HOMO energy (spin up / spin down): -15.63 / -15.63 eV
* calculated total energy: -6853.5706 hartree
* gap between HOMO and LUMO (spin up / spin down): 7.115 / 8.554 eV
* lowest unoccupied orbital energy (spin up / spin down): -8.5 / -7.1 eV
* energy above the lowest of the compared OMol25 structures with the same formula, charge and spin: 4.328 eV

```
! RIJCOSX wB97M-V def2-TZVPD def2/J DEFGRID3
* xyz 2 4
Cr 28.9423 -15.3656 -8.1078
S 28.6185 -13.3818 -10.7452
S 28.7379 -15.3365 -4.6226
S 26.4024 -13.0921 -6.9530
S 30.1732 -12.5911 -9.2514
S 25.8226 -16.4489 -9.5247
S 32.5208 -16.1157 -7.5783
S 30.0847 -17.4089 -10.8810
S 28.4162 -18.6760 -7.5953
F 28.1672 -14.8652 -11.1619
F 30.1687 -12.8633 -7.6398
O 26.0875 -17.1785 -10.9859
O 27.4088 -19.3170 -8.4517
O 27.4443 -14.7599 -4.2076
O 30.6050 -16.2259 -11.9000
O 29.4630 -11.3321 -9.0744
O 28.3367 -17.2429 -7.3314
O 28.6691 -16.8707 -4.1790
O 31.0771 -15.8998 -7.8715
O 29.4481 -13.1233 -11.8997
O 25.0177 -13.4904 -6.6850
O 25.0664 -17.3862 -8.6376
O 29.3313 -15.2349 -5.9625
O 33.4195 -15.0922 -8.4841
O 29.9095 -19.1258 -8.0830
O 26.3948 -12.0581 -8.1945
O 27.4260 -14.0882 -7.2334
O 32.9644 -16.1052 -6.1794
O 27.1472 -15.9346 -9.0926
O 31.1346 -18.3764 -10.7909
O 27.3272 -12.7260 -10.6471
O 31.5929 -12.6299 -9.5171
O 29.5462 -16.7380 -9.7111
N 29.3594 -13.9353 -9.2565
C 31.3996 -21.0121 -8.2729
C 28.7199 -18.0655 -11.9637
C 24.6760 -17.0750 -12.9495
C 29.0670 -17.9761 -2.2111
C 25.9037 -10.1238 -9.3831
C 25.6487 -10.8598 -8.1041
C 24.7523 -15.1002 -10.2065
C 27.9456 -17.2607 -3.0093
C 31.7505 -16.4456 -12.6133
C 24.9662 -17.8427 -11.6429
C 28.4164 -19.5112 -5.9491
C 27.0534 -11.9541 -5.6535
C 33.1227 -17.7068 -8.2905
C 34.4426 -13.3291 -7.1944
C 32.9724 -15.7038 -12.1124
C 29.9881 -20.4832 -8.5908
C 30.0349 -14.7672 -3.4034
C 34.5959 -14.6161 -7.9856
H 26.1839 -11.4734 -5.2052
H 25.3241 -18.8531 -11.8412
H 27.8458 -11.2825 -5.9838
H 31.8013 -17.4543 -13.0233
H 31.4696 -15.8561 -13.4861
H 25.4460 -17.3545 -13.6687
H 27.4597 -12.5762 -4.8560
H 28.1700 -17.2243 -12.3858
H 28.6036 -18.4341 -1.3372
H 28.0790 -18.5568 -11.2316
H 29.7072 -17.2042 -1.7840
H 31.6326 -22.0243 -8.6034
H 25.7587 -10.7593 -10.2567
H 23.7797 -17.4730 -13.4251
H 30.2427 -13.7097 -3.5667
H 29.4243 -19.5220 -5.5343
H 29.1122 -18.8585 -12.6004
H 35.4337 -12.9287 -6.9810
H 32.6934 -14.6743 -11.8880
H 33.7365 -15.6040 -12.8833
H 35.0436 -15.3424 -7.3073
H 34.0320 -17.9529 -7.7421
H 24.6607 -15.9868 -12.8897
H 26.9290 -9.7545 -9.3629
H 24.6034 -11.1684 -8.0906
H 33.3559 -17.5781 -9.3475
H 25.2956 -14.6187 -11.0196
H 29.6566 -18.6071 -2.8762
H 35.2552 -14.5627 -8.8519
H 33.8661 -13.5322 -6.2919
H 32.1357 -20.4506 -8.8482
H 29.2230 -21.1022 -8.1222
H 27.6129 -16.4764 -2.3293
H 33.4338 -16.2015 -11.2595
H 23.8843 -15.6737 -10.5316
H 32.3010 -18.4220 -8.2521
H 24.1326 -17.9139 -10.9443
H 31.6870 -20.9397 -7.2240
H 30.9192 -15.3628 -3.6299
H 25.2364 -9.2648 -9.4531
H 27.0819 -17.9207 -3.0910
H 33.9232 -12.6104 -7.8283
H 27.7700 -19.0641 -5.1938
H 29.7169 -15.0316 -2.3948
H 24.4522 -14.4405 -9.3923
H 25.8041 -10.4000 -7.1281
H 29.8717 -20.4886 -9.6746
H 27.9434 -20.4932 -5.9344
*
```